--- one ---
A structure of composition C4H5O4. Source: OMol25; level of theory: the ωB97M-V functional and the def2-TZVPD basis.

CARTESIAN COORDINATES (ANGSTROEM)
O1 -2.43909 -0.53652 1.17251
C1 -2.09651 0.10476 0.10222
O2 -2.75833 1.00069 -0.51838
C2 -0.63775 -0.18614 -0.34047
C3 0.38411 0.29473 0.65916
C4 1.81539 -0.06404 0.05627
O3 2.76957 0.79945 0.07774
O4 1.72229 -1.36241 -0.43117
H1 -0.43015 -1.36060 -0.53730
H2 -0.57201 0.35847 -1.24230
H3 0.15244 -0.13046 1.55560
H4 0.33517 1.38190 0.53021
H5 1.75486 -0.29984 -1.08410

Computed properties:
Orbital gap (Ha): 0.245
Net charge: -1

---

--- two ---
The ion C4H5O4 with charge -1. Source: OMol25; level of theory: the ωB97M-V functional and the def2-TZVPD basis.

CARTESIAN COORDINATES (ANGSTROEM)
O1 -1.73471 -2.36315 1.13930
C1 -1.08313 -1.27561 1.33876
O2 -0.56097 -0.86731 2.41117
C2 -0.85928 -0.50148 0.01127
C3 0.05500 0.65621 0.23588
C4 0.81126 0.88294 -1.05867
O3 0.62159 0.87400 -2.28995
O4 2.16901 0.99021 -0.80304
H1 -1.98415 -0.19635 -0.28591
H2 -0.62223 -1.20335 -0.80275
H3 0.74062 0.36401 1.10333
H4 -0.28324 1.61896 0.62190
H5 2.73023 1.02093 -1.62128

Computed properties:
Orbital gap (Ha): 0.272
SMILES string: O=C([O-])CCC(=O)O
Net charge: -1

---

Most stable: two

---

--- one ---
An isolated molecule of C20H30ClN3O3. Source: OMol25; level of theory: the ωB97M-V functional and the def2-TZVPD basis.

CARTESIAN COORDINATES (ANGSTROEM)
C1 -2.63459 -2.34748 -4.33568
C2 -2.06587 -1.92914 -2.98501
C3 -0.53627 -1.94154 -2.92654
C4 0.01176 -3.36518 -2.98823
C5 -0.04958 -1.22007 -1.66309
C6 1.47643 -1.27211 -1.48142
C7 1.90244 -0.29000 -0.40455
O1 2.38688 0.79968 -0.68966
N1 1.62552 -0.68156 0.85427
C8 1.90675 0.08484 2.07481
C9 3.40851 0.25782 2.24623
O2 4.02384 -1.02272 2.33803
C10 1.16017 1.43685 2.06938
C11 -0.16995 1.20808 2.81838
C12 -0.23042 -0.29469 3.12679
C13 -1.05167 -0.64171 4.35640
C14 1.24794 -0.67031 3.23197
N2 -0.46423 0.17629 -1.65190
C15 -1.29697 0.67939 -0.70696
O3 -1.96298 -0.01721 0.04068
C16 -1.37142 2.17647 -0.64141
C17 -2.56196 2.75814 -0.21934
N3 -2.73108 4.06980 -0.09518
C18 -1.69931 4.85880 -0.37389
C19 -0.47077 4.36444 -0.78631
Cl1 0.83389 5.45858 -1.10122
C20 -0.29202 3.00149 -0.92967
H1 -3.72143 -2.26210 -4.34080
H2 -2.24864 -1.71001 -5.13446
H3 -2.38919 -3.37999 -4.58651
H4 -2.42216 -0.92547 -2.74608
H5 -2.45070 -2.58321 -2.19554
H6 -0.15292 -1.38022 -3.78999
H7 -0.25694 -3.91663 -2.08226
H8 -0.40224 -3.90601 -3.83799
H9 1.09663 -3.38715 -3.09042
H10 -0.53732 -1.67369 -0.79629
H11 1.79039 -2.28596 -1.23055
H12 1.97955 -0.97674 -2.40402
H13 1.32267 -1.63289 0.98339
H14 3.80206 0.82875 1.40325
H15 3.58594 0.82363 3.16710
H16 4.84746 -1.00939 1.84630
H17 1.77159 2.18841 2.57351
H18 1.02561 1.78595 1.04989
H19 -0.17568 1.76848 3.75749
H20 -1.03632 1.53473 2.24234
H21 -0.66485 -0.80097 2.25860
H22 -0.64465 -0.14739 5.24269
H23 -2.08748 -0.31966 4.23833
H24 -1.05644 -1.71721 4.54380
H25 1.44853 -1.74379 3.20450
H26 1.65730 -0.28826 4.17309
H27 0.09335 0.82474 -2.18480
H28 -3.40355 2.12289 0.02812
H29 -1.84431 5.92675 -0.26124
H30 0.67871 2.60547 -1.20835

Computed properties:
Orbital gap (Ha): 0.366
SMILES string: CC[C@H](C)[C@@H](CC(=O)N[C@@]1(CO)CC[C@H](C)C1)NC(=O)c1cncc(Cl)c1

---

--- two ---
An isolated molecule of C20H30ClN3O3. Source: OMol25; level of theory: the ωB97M-V functional and the def2-TZVPD basis.

CARTESIAN COORDINATES (ANGSTROEM)
C1 -2.70344 -1.46699 -2.88473
C2 -2.15360 -1.09764 -1.51240
C3 -0.62521 -1.11087 -1.43723
C4 -0.07791 -2.53551 -1.48282
C5 -0.14465 -0.38565 -0.17613
C6 1.38145 -0.42904 0.00517
C7 1.81051 0.55862 1.07491
O1 2.31050 1.63662 0.78661
N1 1.51132 0.18374 2.33877
C8 1.82257 0.94440 3.55709
C9 3.33178 1.09903 3.71021
O2 4.03946 -0.13243 3.72692
C10 1.10701 2.30907 3.58036
C11 -0.28147 2.06438 4.20960
C12 -0.32640 0.57683 4.59606
C13 -1.14810 0.28667 5.84109
C14 1.15276 0.20433 4.72170
N2 -0.56138 1.00957 -0.16388
C15 -1.39677 1.50725 0.77999
O3 -2.06504 0.80524 1.52156
C16 -1.46548 3.00406 0.86198
C17 -2.65503 3.58592 1.28558
N3 -2.81677 4.89615 1.43237
C18 -1.77778 5.68243 1.17439
C19 -0.54956 5.18742 0.76141
Cl1 0.76391 6.27947 0.47638
C20 -0.37798 3.82669 0.59552
H1 -3.79329 -1.44482 -2.88567
H2 -2.35708 -0.76214 -3.64362
H3 -2.39821 -2.46630 -3.19720
H4 -2.51338 -0.10202 -1.24576
H5 -2.54716 -1.77650 -0.74856
H6 -0.23154 -0.55562 -2.30052
H7 -0.34712 -3.07295 -0.56849
H8 -0.49451 -3.08768 -2.32380
H9 1.00658 -2.56101 -1.58738
H10 -0.63112 -0.84122 0.69045
H11 1.69806 -1.44093 0.26134
H12 1.88072 -0.13701 -0.92018
H13 1.08166 -0.71931 2.45549
H14 3.72772 1.69202 2.88623
H15 3.50934 1.64052 4.64661
H16 3.43141 -0.84282 3.95019
H17 1.69167 2.99135 4.20106
H18 1.07982 2.74156 2.58381
H19 -0.40654 2.67965 5.10398
H20 -1.10057 2.31330 3.53657
H21 -0.76135 0.01920 3.75976
H22 -0.73721 0.81883 6.70320
H23 -2.18121 0.61093 5.70852
H24 -1.16042 -0.77934 6.07648
H25 1.32758 -0.87724 4.71539
H26 1.55749 0.59696 5.65990
H27 -0.00873 1.65961 -0.70005
H28 -3.50177 2.95106 1.51564
H29 -1.91522 6.74936 1.30465
H30 0.59222 3.42839 0.31819

Computed properties:
Orbital gap (Ha): 0.365
SMILES string: CC[C@H](C)[C@@H](CC(=O)N[C@@]1(CO)CC[C@H](C)C1)NC(=O)c1cncc(Cl)c1

---

Most stable: one

---

--- one ---
An isolated molecule of C5H10O3. Source: OMol25; level of theory: the ωB97M-V functional and the def2-TZVPD basis.

CARTESIAN COORDINATES (ANGSTROEM)
C1 0.05101 1.43225 -0.18042
C2 -1.39629 1.67831 0.02968
C3 0.03215 -0.48483 -1.36285
C4 0.52314 -0.82008 1.31748
C5 0.75577 0.23611 -0.07204
O1 1.28515 -1.93086 1.10083
O2 -0.80019 -1.09475 1.50890
O3 2.12029 0.34590 -0.29819
H1 -0.93911 -1.77796 2.18569
H2 0.77921 -2.63162 0.62688
H3 2.52534 -0.45800 0.05291
H4 0.67633 2.30159 -0.33717
H5 -1.96946 0.76279 0.13587
H6 -1.82300 2.27314 -0.78169
H7 -1.53209 2.26147 0.94869
H8 -0.05745 0.11834 -2.26755
H9 0.71164 -1.32930 -1.52487
H10 -0.94245 -0.88252 -1.08216

Computed properties:
Orbital gap (spin up / spin down) (Ha): 0.306 / 0.253

---

--- two ---
A structure of composition C5H10O3. Source: OMol25; level of theory: the ωB97M-V functional and the def2-TZVPD basis.

CARTESIAN COORDINATES (ANGSTROEM)
C1 -0.90646 0.17721 1.50125
C2 -0.58644 0.00586 -0.40912
C3 1.05606 -0.39878 -2.24097
C4 0.79481 -0.24002 -0.36710
C5 1.89379 -0.24411 0.35745
O1 -0.14643 1.03041 2.31879
O2 -2.23261 0.66755 1.42945
O3 -1.39764 -1.03431 -0.82450
H1 0.05050 1.82253 1.79777
H2 -2.57581 0.70929 2.33908
H3 -2.31378 -0.74714 -0.68192
H4 -0.89180 -0.82532 1.93797
H5 -0.87956 0.98492 -0.78388
H6 0.22211 -0.10462 -2.87772
H7 1.27214 -1.45863 -2.37147
H8 1.91476 0.23494 -2.46170
H9 2.85965 -0.42997 -0.10125
H10 1.86670 -0.14981 1.43789

Computed properties:
Orbital gap (Ha): 0.332

---

--- three ---
A cluster of 2 separate species, C5H10O3 in total. Source: OMol25; level of theory: the ωB97M-V functional and the def2-TZVPD basis.

CARTESIAN COORDINATES (ANGSTROEM)
C1 0.95137 0.54835 1.91404
C2 -0.36899 0.48188 1.23036
C3 -0.86645 -0.65608 0.63754
O1 -2.22928 -0.75080 0.38618
H1 1.38592 1.54369 1.80876
H2 1.65433 -0.19014 1.52459
H3 0.80469 0.35455 2.98264
H4 -1.05150 1.30528 1.41127
H5 -0.33371 -1.60036 0.67073
H6 -2.59341 -1.48502 0.90264
C4 1.15541 -0.44047 -1.72804
C5 -0.04047 0.38892 -1.35144
O2 0.06068 1.56108 -0.86947
O3 -1.09339 0.10197 -2.14585
H7 1.65698 0.05005 -2.56622
H8 0.85273 -1.44296 -2.03481
H9 1.84576 -0.50126 -0.88762
H10 -1.79067 0.73134 -1.88530

Computed properties:
Orbital gap (Ha): 0.328
SMILES string: C/C=C/O.CC(=O)O

---

Most stable: three

---

--- one ---
A cluster of 2 separate species, C3H9OS in total. Source: OMol25; level of theory: the ωB97M-V functional and the def2-TZVPD basis.

CARTESIAN COORDINATES (ANGSTROEM)
C1 -1.94601 1.13504 -0.53837
O1 -1.13809 0.49999 -1.55522
H1 -1.89156 0.43922 0.30954
H2 -1.62644 2.15440 -0.39897
H3 -2.96581 1.18224 -0.92635
C2 1.66751 -1.23822 0.01521
C3 0.75659 -0.45845 0.96071
S1 0.80711 1.37181 0.85804
H4 2.65400 -0.77369 0.26777
H5 1.43137 -1.11931 -1.04430
H6 1.73226 -2.30016 0.24217
H7 -0.26771 -0.88899 0.92560
H8 1.05481 -0.60921 1.99884
H9 -0.26803 0.60533 -1.11468

Computed properties:
Orbital gap (Ha): 0.249
Net charge: -1

---

--- two ---
A structure of composition C3H9OS. Source: OMol25; level of theory: the ωB97M-V functional and the def2-TZVPD basis.

CARTESIAN COORDINATES (ANGSTROEM)
C1 0.84568 0.26236 0.26524
O1 0.06258 -0.16144 -0.77795
C2 0.78536 1.77825 0.48172
C3 1.57501 2.57192 -0.54557
H1 1.91710 0.01572 0.16038
H2 0.51352 -0.20382 1.21153
H3 1.16588 2.02010 1.48077
H4 -0.26123 2.08088 0.44452
H5 1.27886 3.62157 -0.53312
H6 1.41223 2.18543 -1.54409
H7 2.65090 2.54936 -0.35384
S1 -1.61800 -2.11378 0.33442
H8 -0.66406 -0.99120 -0.28116
H9 -1.62370 -2.77982 -0.82866

Computed properties:
Orbital gap (Ha): 0.281
Net charge: -1

---

--- three ---
A cluster of 2 separate species, C3H9OS in total. Source: OMol25; level of theory: the ωB97M-V functional and the def2-TZVPD basis.

CARTESIAN COORDINATES (ANGSTROEM)
C1 0.76386 -3.09243 -0.40161
O1 0.97719 -1.89115 0.26989
H1 1.13318 -3.93690 0.17982
H2 -0.29389 -3.42289 -0.45345
H3 1.16047 -3.06714 -1.41564
C2 -1.14326 2.53547 0.50893
C3 0.04232 1.61538 0.18985
S1 0.26432 1.23627 -1.58961
H4 -1.51906 2.42940 1.53259
H5 -1.94188 2.38635 -0.19293
H6 -0.86082 3.58759 0.38460
H7 0.95134 2.10604 0.53508
H8 -0.14718 0.68152 0.72477
H9 0.61341 -1.16749 -0.27227

Computed properties:
Orbital gap (Ha): 0.231
Net charge: -1

---

Most stable: two

---

--- one ---
A cluster of 2 separate species, C3H9OS in total. Source: OMol25; level of theory: the ωB97M-V functional and the def2-TZVPD basis.

CARTESIAN COORDINATES (ANGSTROEM)
S1 0.57150 -2.61118 -1.11955
H1 1.12868 -3.13360 -2.22037
H2 0.46885 -0.57456 -1.62562
C1 -0.81960 0.57371 -0.65528
O1 0.25238 0.42197 -1.57432
C2 -0.37721 1.16111 0.68501
C3 0.51910 0.17506 1.44383
H3 -1.28020 -0.41382 -0.53659
H4 -1.57682 1.22315 -1.11412
H5 -1.25544 1.36100 1.30561
H6 0.17089 2.08011 0.45431
H7 0.94321 0.64470 2.34121
H8 1.33538 -0.22788 0.85400
H9 -0.08072 -0.67977 1.76189

Computed properties:
Orbital gap (Ha): 0.263
Net charge: -1

---

--- two ---
A cluster of 2 separate species, C3H9OS in total. Source: OMol25; level of theory: the ωB97M-V functional and the def2-TZVPD basis.

CARTESIAN COORDINATES (ANGSTROEM)
C1 0.54563 -0.26353 -2.81087
O1 1.38031 -0.23692 -1.66262
H1 -0.38726 0.21805 -2.53253
H2 0.25953 -1.30212 -3.03604
H3 1.17498 0.16217 -3.59791
C2 -1.78147 0.32879 2.12773
S1 -0.50173 0.01202 0.72378
C3 1.13063 0.04690 1.35131
H4 -2.38391 -0.57771 2.17997
H5 -1.24674 0.48604 3.05721
H6 -2.35895 1.22690 1.88679
H7 1.77109 0.77675 0.85865
H8 0.94075 -0.42810 -0.79598
H9 1.45714 -0.44927 2.25051

Computed properties:
Orbital gap (Ha): 0.189
Net charge: -1

---

--- three ---
A cluster of 2 separate species, C3H9OS in total. Source: OMol25; level of theory: the ωB97M-V functional and the def2-TZVPD basis.

CARTESIAN COORDINATES (ANGSTROEM)
C1 1.52711 1.24835 -0.65058
C2 0.56456 1.55950 0.52893
C3 -0.47219 0.51600 0.85522
S1 0.49469 -1.08669 1.06890
H1 2.14676 2.13703 -0.82447
H2 0.91748 1.26630 -1.52397
H3 2.12285 0.35017 -0.52769
H4 1.13912 2.06829 1.33800
H5 0.06659 2.43406 0.07189
H6 -1.12331 0.30556 0.00610
H7 -1.00092 0.62025 1.79355
H8 -2.54585 -1.48032 -1.16923
H9 -2.57614 -0.55597 -2.28690
O1 -2.28678 -1.45928 -2.10496

Computed properties:
Orbital gap (Ha): 0.218
Net charge: -1

---

Most stable: one